(1)
# C3H2Br2Cl2

C3H2Br2Cl2 as an isolated structure at a distorted geometry (ωB97M-V/def2-TZVPD, OMol25).

E_HOMO (spin up / spin down) = -0.268 / -0.352 Eh
charge = 0
<S²> = 2.019
frontier orbital gap (spin up / spin down) = 7.6 / 8.1 eV
multiplicity = 3

The geometry in XYZ format:
```
9
Properties=species:S:1:pos:R:3:forces:R:3:mulliken_charge:R:1
C 1.69904 -0.25933 -0.33299 -0.7 0.2 0.7 -0.33
C 0.62718 -0.86947 0.20670 1.9 1.4 -1.6 0.00
C -1.47101 0.77430 0.17962 -0.4 1.4 0.7 0.16
Cl -1.32434 1.52710 1.71814 -0.1 -0.4 -0.1 -0.09
Cl -1.01830 1.78786 -1.09672 -0.1 -0.1 -0.5 -0.10
Br -0.17235 -2.48243 0.37802 1.0 -0.8 0.4 -0.03
Br -2.71071 -0.55895 -0.02807 -0.9 0.3 -0.3 -0.01
H 2.67932 -0.77943 -0.36933 -0.6 0.3 -0.3 0.26
H 1.69117 0.86035 -0.65538 -0.1 -2.2 0.9 0.14
```
Positions in Å, forces in eV/Å.

(2)
# C3H2Br3F

C3H2Br3F as an isolated structure at a distorted geometry (ωB97M-V/def2-TZVPD, OMol25).

E_HOMO = -0.373 Eh
charge = 0
frontier orbital gap = 10.4 eV
multiplicity = 1

The geometry in XYZ format:
```
9
Properties=species:S:1:pos:R:3:forces:R:3:mulliken_charge:R:1
C 0.22584 -2.23745 -0.39085 -1.8 0.3 -0.5 0.01
C 1.24523 -1.83329 0.08482 0.2 -0.4 0.1 -0.40
C -0.52151 1.56150 -0.06017 -1.6 -1.3 0.1 0.07
F 0.01927 2.72922 -0.21727 1.3 1.7 0.3 -0.15
Br 2.79488 -1.47212 0.88392 0.4 0.2 0.1 0.04
Br -2.40048 1.77903 -0.51254 -0.4 -0.2 0.1 -0.10
Br -0.38440 0.92493 1.82672 0.2 0.3 -1.3 -0.08
H -0.17393 0.91073 -0.86523 0.4 -0.6 0.9 0.25
H -0.80490 -2.36254 -0.74939 1.2 -0.1 0.3 0.36
```
Positions in Å, forces in eV/Å.

(3)
# C3H2Br3F4N3

The molecule C3H2Br3F4N3 at a distorted geometry (ωB97M-V/def2-TZVPD, OMol25).

E_HOMO = -0.392 Eh
SMILES string = FN1[C@@H](Br)N[C@@](F)(Br)N(F)[C@@]1(F)Br
charge = 0
frontier orbital gap = 10.2 eV
multiplicity = 1

The geometry in XYZ format:
```
15
Properties=species:S:1:pos:R:3:forces:R:3:mulliken_charge:R:1
F -1.08156 -1.37807 -2.07066 0.4 0.4 1.4 -0.19
N -0.79100 -0.43648 -1.04488 0.6 0.6 -2.3 0.09
C 0.56319 0.01106 -1.20552 2.6 -1.3 -4.2 -0.19
Br 0.64779 0.92692 -3.06721 -0.1 -0.4 0.9 -0.19
N 0.86264 0.99669 -0.30081 1.1 2.5 1.5 -0.22
C 0.58236 0.77049 1.04081 -0.9 -1.3 1.2 0.47
F 1.31774 -0.32245 1.53215 0.4 1.0 0.2 -0.25
Br 0.97762 2.31823 2.16241 -0.2 -0.6 -0.5 -0.13
N -0.85004 0.36456 1.14890 0.6 0.4 -2.9 -0.16
F -1.16910 0.11803 2.44461 0.2 -0.9 0.5 -0.16
C -1.04416 -0.91138 0.21540 -1.4 1.1 3.5 0.40
F -0.24908 -1.88214 0.63193 0.5 -1.4 0.0 -0.17
Br -2.85805 -1.47738 0.41070 -0.2 -0.1 0.0 -0.07
H 1.45100 -0.77558 -1.43471 -2.5 1.2 0.9 0.44
H 1.64065 1.67748 -0.46312 -1.1 -1.3 -0.1 0.35
```
Positions in Å, forces in eV/Å.

(4)
# C3H2Br3O2

C3H2Br3O2 as an isolated structure at a distorted geometry (ωB97M-V/def2-TZVPD, OMol25).

E_HOMO = -0.169 Eh
charge = -1
frontier orbital gap = 7.6 eV
multiplicity = 1

The geometry in XYZ format:
```
10
Properties=species:S:1:pos:R:3:forces:R:3:mulliken_charge:R:1
C 1.05280 -1.19821 -0.28565 -0.5 0.8 1.4 0.60
C 0.50118 0.18718 0.55590 -3.6 -3.1 -1.2 -0.31
C -1.10449 0.60932 -0.25348 3.7 -0.3 2.9 -0.35
O 0.70069 -1.32142 -1.44613 -0.5 0.5 -1.2 -0.66
O 1.70300 -1.94385 0.44273 0.4 0.0 0.6 -0.69
Br 1.55457 1.62079 0.26722 2.1 2.0 -0.1 -0.14
Br -2.37556 -0.53007 0.46490 -1.1 -0.9 0.5 -0.09
Br -1.61330 2.46043 -0.14438 -0.1 0.0 -0.1 -0.14
H 0.45599 -0.19758 1.62910 -0.4 1.1 -1.3 0.34
H -0.87487 0.31340 -1.23022 0.2 -0.2 -1.5 0.44
```
Positions in Å, forces in eV/Å.

(5)
# C3H2BrCl3

C3H2BrCl3 as an isolated structure at a distorted geometry (ωB97M-V/def2-TZVPD, OMol25).

E_HOMO = -0.331 Eh
charge = 0
frontier orbital gap = 9.4 eV
multiplicity = 1

The geometry in XYZ format:
```
9
Properties=species:S:1:pos:R:3:forces:R:3:mulliken_charge:R:1
C 0.27519 0.36596 -0.62650 4.3 -1.3 5.2 -0.49
C 0.21859 -0.72428 0.93443 -1.6 0.6 -4.4 -0.34
C 1.21704 -0.71427 -0.15351 -0.4 0.0 -1.3 0.34
Cl 0.80693 1.94839 -0.53802 -0.3 1.5 -0.2 -0.12
Cl -1.20111 -1.70972 0.52519 0.4 0.2 1.3 -0.14
Cl 1.25054 -2.09767 -1.32600 0.5 0.3 0.8 -0.16
Br 2.92323 -0.06575 0.42112 0.3 -0.6 0.0 -0.05
H -0.54259 0.12734 -1.12621 -3.3 -0.9 -2.3 0.51
H 0.30596 -0.17082 1.82314 0.1 0.2 1.1 0.45
```
Positions in Å, forces in eV/Å.

(6)
# C3H2BrClO2

The molecule C3H2BrClO2 at a distorted geometry (ωB97M-V/def2-TZVPD, OMol25).

E_HOMO = -0.372 Eh
SMILES string = O=CC(Cl)(Br)C=O
charge = 0
frontier orbital gap = 9.2 eV
multiplicity = 1

The geometry in XYZ format:
```
9
Properties=species:S:1:pos:R:3:forces:R:3:mulliken_charge:R:1
O -0.70417 1.85027 -0.16184 -0.9 -0.2 -0.1 -0.34
C -0.89212 0.85132 0.44725 4.3 -0.2 -0.1 0.02
C 0.36276 -0.35412 0.40980 -0.3 2.4 -0.2 0.22
Cl 0.06437 -1.48608 1.67307 -0.2 -0.5 -0.4 -0.13
Br 2.23481 0.49898 0.76415 -1.8 -0.5 -0.5 -0.08
C 0.26478 -0.65726 -1.09689 0.3 1.0 1.1 -0.05
O -0.24102 -1.60647 -1.57531 -0.4 -1.5 -0.4 -0.41
H -1.60148 0.65555 1.21346 -1.3 -0.4 0.6 0.39
H 0.51209 0.24781 -1.67370 0.4 0.0 0.0 0.38
```
Positions in Å, forces in eV/Å.

The energy above the lowest of the compared OMol25 structures with the same formula, charge and spin results, record by record, are as follows: 57.5; 162.7; 103.0; 110.6; 160.8; 103.0 kJ/mol.